1.
A cluster of 2 separate species, C4H8N2O in total at a distorted geometry, computed with the ωB97M-V functional and the def2-TZVPD basis.

```
15
Properties=species:S:1:pos:R:3:forces:R:3
C -2.147 1.001 0.233 0.0 0.6 0.6
N -0.791 0.667 -0.154 0.3 0.0 -0.4
C 1.498 -0.095 0.104 0.1 -1.2 -1.2
C 0.859 -1.257 -0.145 0.8 0.0 0.6
C 0.396 -2.465 -0.205 -0.1 0.0 0.1
O 2.527 0.213 -0.782 0.1 0.5 0.0
N 0.893 0.816 0.869 -1.2 0.2 0.5
H 3.144 0.810 -0.342 0.0 -0.1 0.0
H -0.490 1.332 -0.873 -0.1 -0.1 0.0
H 1.325 1.733 0.733 -0.3 0.0 -0.1
H -2.833 0.892 -0.623 0.4 0.1 -0.1
H -2.246 2.033 0.598 -0.2 -0.1 0.0
H -2.519 0.301 0.983 0.2 0.1 0.1
H -0.601 -2.682 -0.571 0.2 0.0 -0.5
H 0.984 -3.299 0.173 -0.2 0.1 0.3
```
Positions in Å, forces in eV/Å.

Properties
ΔE to the lowest compared entry with this formula, charge and spin	160.5	kcal/mol
HOMO-LUMO gap (spin up / spin down)	7.475 / 7.856	eV
total energy	-341.747798	Ha

2.
The molecule C2H6N2S at a distorted geometry, computed with the ωB97M-V functional and the def2-TZVPD basis.

```
11
Properties=species:S:1:pos:R:3:forces:R:3
C -0.345 -0.350 -1.210 -0.4 -2.1 1.6
C 0.662 -0.674 -0.069 0.3 0.4 -0.4
S 1.733 -1.938 -0.053 -0.4 0.6 -0.3
N 0.630 0.202 0.981 -0.4 -0.7 -1.3
N -0.388 1.116 1.140 -0.1 0.2 2.2
H -0.433 0.696 -1.471 0.3 0.1 -0.2
H -1.315 -0.664 -0.749 0.4 0.4 -0.6
H -0.180 -1.034 -2.053 0.1 0.5 0.2
H 1.494 0.380 1.451 0.2 -0.1 0.5
H -0.706 1.506 0.300 -0.5 0.6 -1.1
H -1.152 0.760 1.732 0.6 0.1 -0.7
```
Positions in Å, forces in eV/Å.

Properties
ΔE to the lowest compared entry with this formula, charge and spin	29.5	kcal/mol
HOMO-LUMO gap	9.064	eV
SMILES	CC(=S)NN
total energy	-587.456923	Ha

> What is the total energy in the first record?

-341.747798 Ha

> Among the records above, which one has the lowest ΔE to the lowest compared entry with this formula, charge and spin?

C2H6N2S